# C20H27BiN5O8S2

A structure of composition C20H27BiN5O8S2 (the ωB97M-V functional and the def2-TZVPD basis, the Open Molecules 2025 dataset).

## Properties
**Spin multiplicity**: 1
**Electronic energy**: -72517.4325 eV
**LUMO**: 2.4 eV
**Energy relative to the best compared isomer or geometry (same formula, charge and spin)**: 0.000 eV
**Frontier orbital gap**: 7.20 eV
**Charge**: -1
**Strongest force on any atom**: 0.39 eV/Å

Structure (XYZ):
```
63
C20H27BiN5O8S2 (the ωB97M-V functional and the def2-TZVPD basis)
Bi -0.286 0.128 -0.200
C 3.961 3.579 -1.750
C 2.676 3.839 -0.972
C 3.008 4.138 0.494
C 1.924 5.016 -1.589
N 1.861 2.617 -1.137
N 0.799 2.477 -0.199
H 4.579 4.477 -1.767
H 3.730 3.294 -2.779
H 4.535 2.769 -1.291
H 3.785 4.903 0.547
H 3.370 3.242 1.006
H 2.141 4.509 1.043
H 2.501 5.937 -1.480
H 0.956 5.167 -1.106
H 1.748 4.833 -2.651
H 2.462 1.804 -1.020
H 0.086 3.174 -0.391
H 1.115 2.552 0.771
N -1.918 1.158 -1.271
C -2.306 2.434 -1.616
C -1.417 3.243 -2.346
C -1.776 4.529 -2.708
C -3.027 5.045 -2.384
C -3.915 4.239 -1.683
C -3.573 2.953 -1.298
H -0.450 2.842 -2.633
H -1.072 5.136 -3.267
H -3.304 6.048 -2.683
H -4.894 4.622 -1.422
H -4.266 2.335 -0.747
C 0.307 -0.214 3.847
S 0.215 1.317 2.983
O -0.381 2.285 3.866
O 1.550 1.607 2.482
O -0.708 1.045 1.813
H 1.024 -0.072 4.653
H 0.631 -0.987 3.150
H -0.682 -0.436 4.244
C 5.180 -1.678 0.771
C 4.325 -0.716 0.078
N 3.595 0.011 -0.421
H 6.183 -1.272 0.884
H 5.227 -2.604 0.202
H 4.763 -1.891 1.753
O 1.087 -6.239 2.003
S 0.352 -5.497 1.012
O 0.048 -6.168 -0.225
N 1.033 -4.050 0.743
C 0.253 -3.060 1.137
O 0.583 -1.843 1.091
C -1.065 -3.502 1.718
C -2.093 -2.729 2.224
C -3.200 -3.382 2.755
C -3.265 -4.772 2.782
C -2.230 -5.546 2.266
C -1.147 -4.879 1.735
H -2.052 -1.648 2.177
H -4.025 -2.799 3.146
H -4.133 -5.261 3.209
H -2.275 -6.627 2.280
O -2.281 -0.630 -0.023
O -2.984 0.403 -0.716
```